1.
DFT (wB97M-V/def2-TZVPD) results for a molecular structure, C11H29BaBeF3N2O11S2.

Spin multiplicity = 2
Net charge = +5
HOMO-LUMO gap (spin up / spin down) = 2.230 / 2.235 eV
Max |F| = 0.175 Eh/bohr
E = -68230.035 eV

Structure (XYZ):
```
60
Properties=species:S:1:pos:R:3:forces:R:3
Ba 1.040446 0.818915 -4.274649 1.3848 -1.8717 0.6294
S 2.998835 3.918926 -0.441880 3.3672 2.4874 1.3694
S 1.451834 -3.231487 -3.178761 0.5377 -5.2524 -0.1733
F -3.417538 -2.800562 5.710922 1.6541 0.8053 -0.3027
F -1.433934 -2.462310 6.650811 -0.1414 -0.0359 -0.5859
F -2.109747 -4.459644 5.930799 1.1360 2.2060 -0.6128
O 1.780790 -4.302210 -4.141749 -1.1678 3.0923 2.7253
O -1.178987 -0.051524 -2.599943 -1.4709 -3.5634 -3.3465
O 1.872734 -1.888840 -3.492215 -0.4936 2.6614 -0.6361
O -0.410035 -3.251167 3.938175 -2.7789 1.1179 0.8596
O 2.153172 -3.581999 -1.723913 -1.8194 -0.0702 -2.0485
O -2.048370 -1.563092 3.827924 1.5728 -2.5962 1.5319
O 4.311549 3.904586 -1.132598 -4.0325 -0.8673 1.2153
O 1.713889 3.868120 -1.215234 -0.4888 -0.9218 -0.2394
O 0.253757 1.218801 -1.786168 7.8451 4.1702 -1.3420
O -1.609013 1.204855 -0.925769 -5.9042 3.4737 4.5612
O 3.092566 2.840454 0.885239 0.2804 2.1424 -3.4436
N -4.442013 1.527535 -0.662049 0.2088 -0.0720 -0.3772
N -3.015141 0.797893 -4.427052 0.2672 1.1244 -0.5734
C -1.218552 -1.361087 1.465951 0.6358 -0.7350 2.3588
C -1.477899 -2.741066 4.370148 1.6608 3.3004 -2.9369
C 2.277126 -1.593058 -0.290680 -2.0066 1.9719 0.9420
C 2.944622 -2.659847 -1.028515 2.8232 -0.6239 0.8307
C 1.955259 2.127684 1.123422 -1.5146 -2.7681 2.3156
C -1.309491 -0.707835 2.917846 0.6071 -0.3506 -3.5792
C -0.354200 -3.318303 -2.621892 1.9045 0.4566 -1.0629
C 2.181420 1.342750 2.446432 -0.6414 -0.2153 -0.2236
C -2.107065 -3.101158 5.734541 -3.1831 -3.6022 2.1495
C 2.949531 5.457169 0.612504 0.7395 -0.2712 0.0696
C -0.828945 0.699509 -1.695458 -1.4464 -0.0826 -2.5751
Be -0.820364 3.588375 -1.796972 2.6118 -2.2006 2.2337
H -0.540357 -2.295321 -2.294851 -0.1361 -0.3703 0.5710
H -1.805472 0.223659 2.645035 -0.7928 -0.0423 1.6412
H -3.505506 1.149329 -0.660779 1.2631 -0.6358 0.3251
H 2.785004 -1.068610 0.518706 1.0644 -0.5804 -0.1908
H -3.568435 0.142253 -4.960076 -0.4026 -0.5382 -0.4073
H -2.304642 1.232269 -4.998547 -0.3460 0.1723 -1.1032
H -0.334905 -4.125756 -1.889946 -0.2842 0.2811 0.0320
H 1.399075 -1.942247 0.252647 -0.2804 -0.4021 -0.2590
H 2.864450 5.063669 1.625418 -0.0818 0.2872 -0.0858
H -5.110108 0.774435 -0.743191 -0.6978 -0.3094 0.1308
H -4.577741 2.068219 0.180170 -0.4698 0.3888 0.4409
H -0.576176 -0.791666 0.794222 -0.2879 0.2176 0.1098
H -0.285597 -0.482575 3.216192 -0.2783 -0.2523 0.6716
H 3.925347 5.923428 0.476515 0.2795 -0.3884 0.0376
H 3.813016 -2.333876 -1.600996 -0.2846 0.2235 -0.4461
H 2.788090 1.836692 3.205424 0.2786 0.0929 -0.4013
H 2.545973 0.340455 2.221500 0.4860 0.1844 0.1596
H 3.434349 -3.267014 -0.267195 -0.0427 -0.4417 -0.0219
H 2.259318 6.272748 0.396767 -0.5876 -0.6957 -0.4627
H 1.226739 1.178246 2.946050 -0.2497 0.1520 -0.1001
H 1.715181 1.369032 0.378506 0.4283 -0.0495 -0.6653
H -2.445329 0.395978 -3.696388 0.4075 -1.4019 1.7358
H -4.455180 2.102319 -1.492441 -0.7568 0.5057 -0.0040
H -0.644705 -2.244521 1.745830 0.0928 -0.6498 -0.8134
H 1.949146 -0.744661 -0.891287 -0.2969 0.0829 -0.5617
H -0.985720 -3.532018 -3.484226 0.2398 -0.2857 -0.0128
H 0.994705 2.635189 1.212108 0.1442 1.1879 -0.0055
H -2.177124 -1.673752 1.051843 0.0734 0.2597 0.0279
H -3.579633 1.553713 -4.066228 -0.6289 0.0983 -0.0754
```
Positions in Å, forces in eV/Å.

2.
DFT (wB97M-V/def2-TZVPD) results for C6H12O in the gas phase.

Energy relative to the best compared isomer or geometry (same formula, charge and spin) = 27.15 kcal per mole
HOMO-LUMO gap = 10.955 eV
Max |F| = 0.008 Eh/bohr
SMILES string = CC[C@H]1C[C@H]1CO
E = -8463.176 eV

Structure (XYZ):
```
19
Properties=species:S:1:pos:R:3:forces:R:3
O 2.641088 -1.433166 0.654678 0.2303 0.1622 -0.1157
C 1.366635 -0.818057 0.712433 -0.3938 0.1365 0.0762
C 0.960148 0.955625 -1.182415 0.0951 0.1651 -0.0631
C -2.237730 -0.213374 0.733648 -0.0261 -0.0540 0.0098
C -0.387224 0.358619 -0.890869 -0.1419 -0.0170 -0.0163
C -1.253548 0.852705 0.250837 0.0638 0.0534 0.0281
C 0.856904 -0.459033 -0.665592 0.0447 -0.1927 0.0014
H 1.390130 0.073884 1.359773 -0.0065 -0.1554 -0.1153
H -0.963649 0.062344 -1.767504 0.0989 0.0453 0.1296
H 3.210155 -0.860253 0.125346 -0.0067 -0.1086 0.0925
H -2.912903 -0.518362 -0.074792 0.1090 0.0438 0.1107
H 1.250208 1.125146 -2.215840 -0.0589 -0.0539 0.1713
H -1.707058 -1.108896 1.076383 -0.0869 0.1274 -0.0457
H -1.807611 1.740058 -0.083429 0.0886 -0.1150 0.0475
H 0.710740 -1.552226 1.192533 0.0831 0.0746 -0.0784
H 1.040146 -1.254300 -1.387590 -0.0634 0.1365 0.1016
H -0.625001 1.183681 1.087527 -0.0692 -0.0544 -0.1375
H 1.321714 1.712492 -0.487271 -0.0522 -0.1513 -0.0750
H -2.853145 0.153121 1.562140 0.0921 -0.0422 -0.1217
```
Positions in Å, forces in eV/Å.

3.
DFT (wB97M-V/def2-TZVPD) results for a gas-phase ion, C6H8N3O (charge +1).

Energy relative to the best compared isomer or geometry (same formula, charge and spin) = 10.52 kcal per mole
Net charge = +1
HOMO-LUMO gap = 8.777 eV
Max |F| = 0.103 Eh/bohr
SMILES string = NC(=O)n1ccccc1=[NH2+]
E = -12862.764 eV

Structure (XYZ):
```
18
Properties=species:S:1:pos:R:3:forces:R:3
O 2.124166 0.508366 1.538849 -1.1881 0.0395 -0.8300
N 0.844622 -1.917072 1.081531 1.8476 2.3175 1.3278
N 0.135105 0.334845 0.297981 0.9954 -3.1661 0.5074
N 1.067250 2.443254 0.925713 -2.6173 -2.0108 -1.4101
C 1.214182 1.068747 0.961659 0.4976 1.3099 0.8511
C -0.546842 0.964244 -0.705270 -1.9614 -3.6005 -0.1815
C -1.644335 -1.063678 -1.442630 2.4478 3.2957 3.3565
C -0.912561 -1.653115 -0.435224 -0.8848 -2.7281 -1.3605
C 0.047359 -1.097221 0.399427 0.2839 1.8435 -0.7641
C -1.471576 0.370822 -1.543897 1.3293 0.0178 -0.8887
H -0.334812 1.930455 -0.581976 0.0442 3.4337 -1.1997
H 1.841973 2.968960 1.140208 2.1174 1.2086 0.8218
H -0.890160 -2.773465 -0.438884 -0.3534 1.0770 0.2538
H -1.755219 0.952397 -2.450343 -0.3738 -0.4749 1.1362
H 0.357008 2.936318 0.357356 1.0367 -0.5039 1.0626
H 1.702939 -1.485766 1.552327 -1.7373 -0.9165 -0.6840
H -2.334981 -1.624099 -1.938043 -1.5612 -1.2704 -1.8096
H 0.555881 -2.863990 1.281216 0.0776 0.1279 -0.1890
```
Positions in Å, forces in eV/Å.

4.
DFT (wB97M-V/def2-TZVPD) results for 2 unconnected molecules or ions with the total composition C5H6N2S.

Energy relative to the best compared isomer or geometry (same formula, charge and spin) = 139.37 kcal per mole
HOMO-LUMO gap (spin up / spin down) = 7.787 / 8.600 eV
Max |F| = 0.099 Eh/bohr
E = -19091.967 eV

Structure (XYZ):
```
14
Properties=species:S:1:pos:R:3:forces:R:3
S 1.857989 0.475016 -1.587128 0.9051 -0.4096 -0.1710
N 1.877397 -1.883017 -0.693714 3.4500 -2.4010 -1.0744
N -1.303412 2.084925 -1.088057 -0.2727 -1.5895 -1.3504
C 0.766017 -1.412286 -0.196973 -1.4589 3.2806 -0.3536
C 2.637155 -1.106155 -1.423590 -4.4484 1.7503 1.7770
C -0.854636 3.101352 -0.594459 -1.1646 1.7763 1.0421
C -0.172661 -2.147382 0.666953 1.7428 1.1981 1.6976
C 0.657560 -0.087033 -0.579139 -0.8987 -0.4426 0.4341
H -0.416184 -3.037965 0.218187 -1.0206 -2.0836 -1.2589
H 0.481362 -2.493491 1.536947 -1.4558 0.8014 -0.3831
H -1.222274 4.110638 -0.929018 0.7013 -0.6220 -0.0074
H 3.494112 -1.307569 -1.917296 2.5868 -0.9583 -1.2557
H -1.051037 -1.499248 0.830328 0.4914 -0.6332 0.5783
H -0.463916 3.000313 0.410095 0.8423 0.3330 0.3255
```
Positions in Å, forces in eV/Å.

5.
DFT (wB97M-V/def2-TZVPD) results for a molecular structure, C2H3N3.

Energy relative to the best compared isomer or geometry (same formula, charge and spin) = 88.17 kcal per mole
HOMO-LUMO gap = 9.630 eV
Max |F| = 0.077 Eh/bohr
E = -6588.752 eV

Structure (XYZ):
```
8
Properties=species:S:1:pos:R:3:forces:R:3
N -0.089544 1.090825 -0.160753 -1.2669 1.2410 -0.2911
N 1.445984 -1.964726 0.308228 0.4266 2.1950 -0.4245
N -1.458088 -0.839860 0.245790 -3.2732 2.1276 -0.6637
C 1.767440 -0.868227 0.083286 0.0758 -1.9680 0.3384
C -1.042577 0.300103 0.011840 2.8113 -1.5450 0.3939
H -2.407652 0.119654 -0.074114 1.2476 -2.0480 0.5718
H 2.158665 0.112693 -0.132762 -0.2881 -0.4159 0.1097
H -0.374228 2.049538 -0.281516 0.2670 0.4132 -0.0345
```
Positions in Å, forces in eV/Å.

6.
DFT (wB97M-V/def2-TZVPD) results for a molecular structure, C48H36BF2FeN4O4S.

Energy relative to the best compared isomer or geometry (same formula, charge and spin) = 0.00 kcal per mole
Spin multiplicity = 6
Net charge = -2
HOMO-LUMO gap (spin up / spin down) = 3.569 / 4.753 eV
Max |F| = 0.097 Eh/bohr
E = -115845.058 eV

Structure (XYZ):
```
97
Properties=species:S:1:pos:R:3:forces:R:3
Fe 9.408780 17.759087 14.878495 0.7177 0.3388 -0.4658
S 6.927808 17.866977 15.063744 0.3887 -0.3649 0.5945
F 7.058723 15.255911 16.054626 -0.1298 0.4255 0.3452
F 5.393445 16.528131 16.867930 -0.9600 -0.1286 0.9924
O 5.462886 11.255387 10.807050 0.4257 0.3636 0.0012
O 13.411432 12.677012 21.354345 -0.6045 1.4156 -1.7147
O 9.005619 22.742238 7.350239 -0.0737 1.1289 -2.7967
O 5.448351 23.502281 19.823577 0.7980 -0.9262 -0.7255
N 9.799568 19.794384 14.681083 0.1476 -3.1062 -0.8919
N 9.457926 17.647599 12.847127 0.2583 -0.5571 -0.4506
N 10.125929 15.915463 14.913288 -0.1425 -1.8009 1.7061
N 10.103455 18.021941 16.718322 0.1313 -1.1546 0.9315
C 9.316204 21.961485 15.172580 0.5767 0.5452 -3.0967
C 7.728746 23.387128 18.756965 -0.7772 -2.3657 0.2939
C 9.340985 22.223779 8.545986 1.2474 -0.5135 0.3187
C 9.242352 20.284521 17.001307 0.0869 0.8808 -0.7888
C 9.825300 14.882310 14.017839 -0.9297 4.8105 -0.7900
C 8.441655 21.324821 10.589147 -0.0866 0.3580 -0.0283
C 6.411635 12.220950 11.219288 -0.4780 -0.6700 1.4923
C 10.747240 21.162951 10.132902 -0.7403 -1.2195 2.8879
C 8.298794 22.023998 9.391708 0.5996 -1.2352 1.4141
C 11.105547 13.963423 15.553155 0.9148 -2.3059 0.0884
C 8.105128 14.238866 12.320758 0.1115 1.1257 -3.1307
C 5.663564 24.881801 20.108703 -1.3306 -1.9585 1.8846
C 5.894590 10.366451 9.802161 0.5006 -1.2360 1.1817
C 10.626674 21.808523 8.971205 0.4910 1.4889 -2.5068
C 10.674099 17.601635 18.925594 -0.1890 0.9890 -0.0394
C 7.580819 14.291581 10.952943 -0.0445 -1.9786 2.0690
C 9.351482 16.764262 10.753767 -0.6606 -1.1244 0.3057
C 9.203163 16.509097 12.099247 0.7071 -1.5051 3.3617
C 9.817458 20.472856 13.489402 0.2936 2.6531 1.3798
C 6.749407 13.284100 10.424240 0.1566 1.1330 -0.3826
C 12.827644 13.519820 20.323619 1.3750 -1.8307 1.9404
C 9.711271 19.072276 17.499541 0.8127 -0.4265 0.7086
C 8.405977 21.156049 17.867050 0.8367 0.6838 -0.3251
C 13.448223 14.674423 19.906514 0.3191 -0.9067 1.0206
C 7.610766 13.192061 13.069649 0.2331 0.4554 1.2430
C 11.141537 15.845205 17.166155 0.4127 -1.4289 2.2557
C 11.695869 14.958108 18.236908 -0.1885 -0.5236 0.9172
C 10.709316 17.065558 17.605340 -1.4915 2.2174 -0.9430
C 6.327500 21.455752 18.965277 -0.3196 0.0988 0.6586
C 9.740020 18.618245 11.931573 -0.9046 -0.3257 -0.4544
C 9.949329 22.734185 6.232188 -0.7589 -1.3832 0.4574
C 11.130228 13.747105 18.704760 1.0833 -0.0660 0.8295
C 10.813933 15.225851 15.971521 -0.8845 2.2052 -2.9980
C 11.684975 13.008324 19.779340 -0.1024 1.3080 -1.4156
C 8.640968 22.525550 18.135216 0.4817 0.0953 -0.3621
C 9.642941 20.893482 11.005946 3.1764 -0.8282 0.3991
C 10.432227 13.733431 14.320966 0.5112 -0.6958 0.7129
C 9.604021 18.079050 10.641715 0.9074 1.6625 -0.3851
C 6.804475 12.210977 12.587281 -0.9743 -1.4444 -1.5529
C 9.824466 19.990776 12.239046 -0.1581 0.9981 -1.5866
C 9.679109 21.932486 13.835364 -1.1398 -2.1250 0.4211
C 6.511956 22.802801 19.182395 0.2831 1.6775 -0.1308
C 14.765063 12.888280 21.658235 0.2510 -0.6972 0.8318
C 9.046901 15.242802 12.846237 -1.3676 -0.9416 -1.6661
C 9.458900 20.610479 15.669514 -0.8964 1.6751 1.6857
C 7.246849 20.610021 18.385890 -0.4782 -0.1429 0.4082
C 10.093446 18.912399 18.856194 0.6292 -3.3709 -1.6602
C 12.833211 15.384540 18.924086 0.3104 1.3880 -1.5850
B 6.472345 16.479963 16.115158 1.1494 0.0853 -1.8086
H 9.702043 18.509668 9.671304 0.2481 0.8415 -0.2092
H 11.355423 12.038849 20.114256 -0.3873 -0.0144 -0.0648
H 9.551784 23.151926 5.240767 -0.2019 -0.8095 1.8001
H 10.277643 12.969442 13.602543 0.5446 -1.2770 0.1006
H 7.875360 15.101756 10.392458 0.0899 1.3941 -1.2955
H 5.014475 9.877868 9.384428 -0.0537 -0.1730 0.2393
H 6.375241 10.854209 8.989902 0.6285 0.6837 -0.7155
H 7.661689 21.014298 11.236502 -1.2691 0.2151 0.1323
H 8.949809 22.842562 15.649745 0.0051 0.1320 0.5393
H 5.432342 21.067851 19.366594 -1.0060 -0.5741 0.2908
H 6.408756 11.361124 13.162633 0.2691 0.6376 0.0866
H 11.572227 22.024046 8.416546 -1.1050 -0.2238 0.1211
H 6.624101 9.585729 10.223906 -0.9559 0.8965 -0.5287
H 14.998169 13.902304 22.049564 -0.2244 -0.5180 -0.1113
H 10.991658 17.007980 19.787426 -0.0067 0.6253 -0.2210
H 7.841978 13.368005 14.095452 -0.0230 -0.9172 0.9319
H 9.290335 16.112963 9.927051 -0.0285 -0.6913 -0.5014
H 7.033181 19.529065 18.384640 0.2394 0.6664 -0.4374
H 11.699399 20.790996 10.444086 0.5697 -0.0830 0.1439
H 9.592850 22.574036 12.966228 0.0993 0.7266 0.6650
H 10.303788 13.297622 18.242036 -1.1781 -0.1577 -0.8221
H 7.332793 22.193286 9.105239 -2.2808 0.8524 -1.0535
H 10.309129 21.664373 6.124891 -0.2441 1.2491 -0.2233
H 15.508922 12.642460 20.858025 -0.7944 0.1915 0.2135
H 10.748634 23.372165 6.509005 1.1560 0.4922 0.1474
H 6.650264 24.925750 20.499572 1.1621 0.9942 -0.2335
H 6.255262 13.370129 9.430682 0.6727 0.0466 0.6685
H 10.257670 19.723256 19.487681 -0.3579 1.0094 1.3585
H 14.853664 12.134389 22.460980 0.7574 0.5405 -0.1139
H 5.032407 25.062190 21.031761 0.2596 0.1780 -1.2771
H 13.267680 16.314795 18.543472 0.0231 -0.2783 0.2898
H 9.599874 22.986083 17.844194 -0.4656 -0.4965 0.0356
H 8.072991 24.342420 19.024232 0.0316 1.2615 0.0894
H 5.364761 25.464963 19.259061 0.3219 0.7303 -0.2454
H 14.411462 14.879941 20.362937 -0.2080 0.6170 -0.3174
H 11.814122 13.309095 16.100909 -0.8019 0.3133 -0.5391
```
Positions in Å, forces in eV/Å.